(1)
Formula: C6H11O
Source: the OMol25 dataset
Level of theory: the ωB97M-V functional and the def2-TZVPD basis

Results
E in hartree: -310.37381
Frontier orbital gap in eV: 5.7
Highest occupied orbital energy in eV: -2.2
Net charge: -1
Lowest unoccupied orbital energy in eV: 3.551
Energy relative to the best compared isomer or geometry (same formula, charge and spin) in kJ/mol: 112.82
SMILES: C/C=C/CCC[O-]

Last column: Mulliken charge in e.
Geometry (Å):
C1 -2.2426 -0.2772 -0.1683  -0.351
O1 -3.3054 -0.3252 -0.9818  -0.839
C2 -1.1980 0.8065 -0.2744  -0.252
C3 -0.1070 0.6940 0.7711  -0.904
C4 1.0343 -0.2159 0.5126  -0.262
C5 2.3042 0.2101 0.0933  -0.049
C6 3.3880 -0.8127 -0.0338  -0.891
H1 -2.6633 -0.2911 0.9465  0.100
H2 -1.4681 -1.1543 -0.2374  -0.001
H3 -1.8913 1.7458 -0.0761  0.242
H4 -0.7812 0.8600 -1.3446  0.148
H5 -0.5369 0.4839 1.7140  0.434
H6 0.3032 1.6558 0.8275  0.264
H7 0.8970 -1.2534 0.6135  0.303
H8 2.5129 1.2898 0.0374  0.323
H9 4.2811 -0.3288 0.5620  0.217
H10 3.0147 -1.7204 0.4815  0.283
H11 3.7014 -1.1153 -1.0724  0.234



(2)
Formula: C6H11O
Source: the OMol25 dataset
Level of theory: the ωB97M-V functional and the def2-TZVPD basis

Results
E in hartree: -310.40010
Frontier orbital gap in eV: 6.0
Highest occupied orbital energy in eV: -2.2
Net charge: -1
Lowest unoccupied orbital energy in eV: 3.809
Energy relative to the best compared isomer or geometry (same formula, charge and spin) in kJ/mol: 43.80
SMILES: C=CCCCC[O-]

Last column: Mulliken charge in e.
Geometry (Å):
C1 1.2497 1.3409 -0.3712  -0.316
O1 2.5818 1.3936 -0.2720  -0.888
C2 0.7687 -0.0035 -0.9906  -0.584
C3 -0.7330 -0.1875 -1.1816  -0.524
C4 -1.6024 0.0250 0.0846  -0.804
C5 -1.2685 -1.9032 1.6600  -0.752
C6 -0.9981 -0.6638 1.2708  -0.132
H1 0.6899 1.4971 0.5933  0.034
H2 0.8196 2.1512 -1.0334  0.152
H3 1.2672 -0.7958 -0.4243  0.281
H4 1.2231 -0.0126 -1.9860  0.363
H5 -1.0100 -1.1096 -1.7054  0.310
H6 -1.0182 0.6110 -1.8731  0.307
H7 -2.6723 -0.1701 0.0123  0.439
H8 -1.4988 1.0985 0.2665  0.304
H9 -1.8415 -2.5776 1.0370  0.271
H10 -0.8160 -2.2627 2.5783  0.269
H11 -0.2040 -0.1659 1.8238  0.269



(3)
Formula: C6H11O
Source: the OMol25 dataset
Level of theory: the ωB97M-V functional and the def2-TZVPD basis

Results
E in hartree: -310.09421
Frontier orbital gap in eV: 11.2
Highest occupied orbital energy in eV: -16.0
Net charge: +1
Lowest unoccupied orbital energy in eV: -4.795
Energy relative to the best compared isomer or geometry (same formula, charge and spin) in kJ/mol: 133.40

Last column: Mulliken charge in e.
Geometry (Å):
C1 -1.8651 1.4464 -0.4540  0.132
C2 -1.5887 0.5467 -1.5218  -0.518
C3 -0.2050 -0.1099 -1.0575  -0.707
C4 0.5020 -0.9290 1.2726  -0.705
C5 0.0121 0.3790 0.3618  0.099
C6 2.0627 -0.9467 1.2350  -1.123
O1 -1.2298 1.4451 0.5735  -0.221
H1 -2.8279 2.0751 -0.4919  0.368
H2 -2.5080 -0.0185 -1.6824  0.330
H3 -1.4839 1.1709 -2.5299  0.330
H4 0.0343 -1.1543 -1.1115  0.455
H5 0.4001 0.3105 -1.7961  0.286
H6 0.1298 -1.7800 0.9072  0.514
H7 0.2611 -0.8372 2.2625  0.399
H8 0.9144 1.0996 0.3488  0.287
H9 2.5306 -1.9274 1.2735  0.334
H10 2.4360 -0.3612 2.0325  0.386
H11 2.4253 -0.4092 0.3775  0.355



(4)
Formula: C6H11O2
Source: the OMol25 dataset
Level of theory: the ωB97M-V functional and the def2-TZVPD basis

Results
E in hartree: -385.75475
Frontier orbital gap in eV: 7.5
Highest occupied orbital energy in eV: -3.8
Net charge: -1
Lowest unoccupied orbital energy in eV: 3.728
Energy relative to the best compared isomer or geometry (same formula, charge and spin) in kJ/mol: 15.47
SMILES: CCCCCC(=O)[O-]

Last column: Mulliken charge in e.
Geometry (Å):
O1 -1.8477 -0.9643 -0.4870  -0.675
C1 -1.8933 0.1842 -0.0160  0.435
O2 -2.8756 0.9788 -0.0071  -0.767
C2 -0.6003 0.8420 0.5612  -0.511
C3 0.3515 -0.1693 1.1880  -0.689
C4 1.1030 -1.0650 0.1683  -0.613
C5 1.8090 -0.3794 -0.9756  -0.485
C6 2.9166 0.6058 -0.4811  -1.197
H1 -0.0924 1.4430 -0.2217  0.153
H2 -0.8767 1.6438 1.2622  0.291
H3 1.0854 0.2902 1.8604  0.413
H4 -0.2074 -0.8725 1.8110  0.310
H5 1.8243 -1.6785 0.7251  0.376
H6 0.4134 -1.8089 -0.2415  0.302
H7 2.3491 -1.0898 -1.6241  0.343
H8 1.1932 0.2049 -1.6637  0.352
H9 3.3713 1.1803 -1.2879  0.353
H10 2.4989 1.2982 0.2458  0.298
H11 3.7379 0.0405 -0.0441  0.311



(5)
Formula: C6H11O3P
Source: the OMol25 dataset
Level of theory: the ωB97M-V functional and the def2-TZVPD basis

Results
E in hartree: -802.16621
Frontier orbital gap (spin up / spin down) in eV: 7.3 / 7.9
Highest occupied orbital energy (spin up / spin down) in eV: -8.1 / -8.3
Lowest unoccupied orbital energy (spin up / spin down) in eV: -0.874 / -0.381
Energy relative to the best compared isomer or geometry (same formula, charge and spin) in kJ/mol: 258.17

Last column: Mulliken charge in e.
Geometry (Å):
C1 2.0105 2.1237 -0.4857  -0.258
C2 2.0687 1.4694 0.7033  -0.481
C3 1.9402 0.7404 -1.2234  -0.326
C4 1.8983 0.1472 0.1151  -0.339
C5 -1.9396 0.1432 -1.8409  -0.619
C6 -1.2642 -2.3171 2.0048  -0.571
O1 -1.3968 0.8022 1.9449  -0.631
O2 -1.8084 0.6075 -0.5230  -0.300
O3 -1.3812 -1.5839 0.7783  -0.349
P1 -0.9779 0.0860 0.7304  0.849
H1 2.1931 3.1086 -0.8799  0.435
H2 2.1441 1.7880 1.7284  0.429
H3 1.0480 0.6637 -1.8612  -0.019
H4 2.7538 0.4092 -1.9569  0.264
H5 2.4414 -0.7349 0.4468  0.381
H6 -1.3128 -0.7673 -1.9431  0.300
H7 -1.5902 0.9220 -2.5133  0.253
H8 -2.9797 -0.1061 -1.9894  0.251
H9 -1.5092 -3.2969 1.6053  0.212
H10 -2.0891 -2.0748 2.7743  0.226
H11 -0.2491 -2.1300 2.3852  0.294



(6)
Formula: C6H11O5S
Source: the OMol25 dataset
Level of theory: the ωB97M-V functional and the def2-TZVPD basis

Results
E in hartree: -1009.15797
Frontier orbital gap in eV: 8.9
Highest occupied orbital energy in eV: -14.1
Net charge: +1
Lowest unoccupied orbital energy in eV: -5.213
Energy relative to the best compared isomer or geometry (same formula, charge and spin) in kJ/mol: 145.52

Last column: Mulliken charge in e.
Geometry (Å):
C1 -1.4940 0.0214 0.7757  -0.532
C2 -0.4256 0.9640 0.0704  -0.258
C3 -1.5724 -1.3116 0.0683  -0.027
C4 0.9321 0.4088 0.2884  0.019
C5 0.0335 -1.7774 -0.5483  -0.217
C6 2.0460 1.2078 -0.4068  -0.841
O1 -1.1792 0.0504 2.1553  -0.530
O2 -0.8967 1.0252 -1.2486  -0.508
O3 -2.3903 -1.3027 -0.9671  -0.522
O4 3.2413 0.7510 0.0952  -0.524
O5 1.1117 -0.8950 -0.3242  0.026
S1 1.2542 -2.3476 0.6370  0.043
H1 -2.4345 0.4302 0.7128  0.619
H2 -0.6103 2.0091 0.4118  0.594
H3 -1.8810 -2.2069 0.8508  0.300
H4 1.0641 0.1973 1.2964  0.683
H5 0.0931 -2.2762 -1.4898  0.446
H6 2.0747 2.3401 -0.1256  0.244
H7 2.1010 0.9038 -1.5224  0.489
H8 -1.8085 0.1818 2.8424  0.367
H9 -0.2283 1.5737 -1.7662  0.362
H10 -2.8409 -0.4749 -1.1345  0.405
H11 3.8101 0.5275 -0.6707  0.362



(7)
Formula: C6H11OP
Source: the OMol25 dataset
Level of theory: the ωB97M-V functional and the def2-TZVPD basis

Results
E in hartree: -651.60437
Frontier orbital gap (spin up / spin down) in eV: 8.1 / 9.1
Spin multiplicity: 3
Highest occupied orbital energy (spin up / spin down) in eV: -7.3 / -9.3
Lowest unoccupied orbital energy (spin up / spin down) in eV: 0.775 / -0.229
⟨S²⟩: 2.01
Energy relative to the best compared isomer or geometry (same formula, charge and spin) in kJ/mol: 38.84

Last column: Mulliken charge in e.
Geometry (Å):
C1 2.7131 1.5253 -0.3300  -0.606
C2 1.4781 1.1639 0.1496  -0.380
C3 -1.7070 -0.3031 0.7816  -0.679
C4 -1.8349 -0.7222 -0.6856  -0.632
C5 -0.3862 -0.7666 1.3195  -0.662
C6 -0.4850 -0.2720 -1.3604  -0.687
O1 2.6234 -1.8309 0.3324  -0.398
P1 0.7990 -0.4991 0.0001  0.391
H1 2.7672 2.6049 -0.6366  0.215
H2 3.5509 0.8815 -0.3618  0.355
H3 0.7241 1.9231 0.1269  0.325
H4 -1.7271 0.8120 0.8542  0.264
H5 -2.5102 -0.4972 1.4918  0.372
H6 -1.9834 -1.8184 -0.6209  0.291
H7 -2.6099 -0.2258 -1.1378  0.409
H8 -0.1964 -0.2158 2.2297  0.409
H9 -0.3540 -1.8170 1.5514  0.330
H10 -0.2512 -0.8001 -2.2472  0.431
H11 -0.6104 0.8576 -1.4567  0.253



(8)
Formula: C6H11P
Source: the OMol25 dataset
Level of theory: the ωB97M-V functional and the def2-TZVPD basis

Results
E in hartree: -576.46979
Frontier orbital gap in eV: 10.0
Highest occupied orbital energy in eV: -9.0
Lowest unoccupied orbital energy in eV: 1.018
Energy relative to the best compared isomer or geometry (same formula, charge and spin) in kJ/mol: 125.57
SMILES: P[C@@H]1[C@H]2CCC[C@@H]12

Last column: Mulliken charge in e.
Geometry (Å):
C1 -0.6868 -1.3111 1.2035  -0.588
C2 0.5411 -0.3830 1.3405  -0.905
C3 -1.5044 -0.6742 0.0671  -0.724
C4 0.6023 0.6499 0.2490  -0.063
C5 -0.6803 0.4996 -0.4775  0.110
C6 0.5814 0.1377 -1.1435  -0.594
P1 1.1979 1.3323 -2.4302  -0.107
H1 -0.3847 -2.3557 0.9455  0.275
H2 -1.2229 -1.3767 2.1855  0.277
H3 0.2432 0.2775 2.2241  0.283
H4 1.3749 -0.9274 1.6302  0.432
H5 -1.4182 -1.3702 -0.7667  0.243
H6 -2.5562 -0.1947 0.3590  0.339
H7 1.1298 1.6647 0.5161  0.216
H8 -1.3891 1.2673 -0.9816  0.278
H9 0.9225 -0.8235 -1.3914  0.450
H10 2.5447 1.1236 -1.9420  0.038
H11 0.7049 2.4639 -1.5877  0.040



Question: Which of these has the highest E?
Answer: number 3